An isolated ion of composition C10H14N3O and charge +1. Source: the OMol25 dataset; level of theory: ωB97M-V with the def2-TZVPD basis set.

CARTESIAN COORDINATES (ANGSTROEM)
C: -1.18 2.60 -2.75
C: -2.31 1.77 -2.45
C: 0.08 2.34 -2.21
C: -2.07 0.71 -1.56
C: 0.22 1.32 -1.24
C: -0.87 0.52 -0.89
C: 0.11 -2.06 3.13
C: 1.56 1.04 -0.57
C: -0.78 -0.59 0.14
C: 1.54 -0.22 0.15
N: 0.57 -3.19 3.52
N: 0.61 -1.67 1.93
N: 0.40 -0.46 1.07
O: 1.25 -2.58 1.15
H: -1.37 3.51 -3.28
H: -3.21 1.98 -2.99
H: 0.95 2.89 -2.53
H: -2.83 0.01 -1.20
H: -0.43 -1.28 3.51
H: 2.47 1.08 -1.31
H: 1.72 1.96 0.10
H: -1.74 -0.61 0.79
H: -0.78 -1.62 -0.30
H: 1.59 -0.87 -0.68
H: 2.44 -0.29 0.78
H: 0.21 -3.38 4.48
H: 0.52 0.50 1.50
H: 1.31 -3.42 1.71

Computed properties:
Multiplicity: 3
Energy: -17099.5164 eV
Gap between HOMO and LUMO (alpha / beta): 5.331 / 6.658 eV
Largest force on an atom: 5.3 eV Å⁻¹
HOMO energy (alpha / beta): -8.463 / -12.754 eV
Relative energy (zero: lowest compared OMol25 entry of this formula, charge and spin): 87.6 kcal per mole
<S²>: 2.060
Charge: +1

***

An isolated ion of composition C10H14N4 and charge +2. Source: the OMol25 dataset; level of theory: ωB97M-V with the def2-TZVPD basis set.

CARTESIAN COORDINATES (ANGSTROEM)
C: 3.46 0.70 0.03
C: -2.76 -1.14 1.12
C: 2.67 0.02 -0.96
C: -2.73 0.10 0.66
C: 2.76 0.48 1.27
C: -1.63 -1.83 0.59
C: 1.67 -0.60 -0.33
C: -1.51 0.25 -0.09
C: 0.47 -1.46 -0.75
C: -0.89 1.42 -0.39
N: 1.66 -0.28 1.06
N: -0.83 -1.02 -0.11
N: 0.54 -2.90 -0.53
N: -1.76 2.63 -0.25
H: 4.44 1.23 0.05
H: -3.56 -1.67 1.67
H: 2.74 -0.14 -2.07
H: -3.45 0.90 0.69
H: 3.16 0.55 2.28
H: -1.31 -2.87 0.70
H: 0.22 -1.34 -1.85
H: -0.11 1.49 -1.02
H: 0.98 -0.55 1.75
H: 1.28 -3.48 -0.11
H: 0.12 -3.55 -1.19
H: -1.30 3.53 -0.45
H: -2.13 2.73 0.74
H: -2.55 2.43 -0.83

Computed properties:
Energy: -16537.8555 eV
Structure (SMILES): N[C@H](c1ccc[nH]1)[N+]1=CC=C/C1=C\[NH3+]
Gap between HOMO and LUMO: 4.680 eV
Largest force on an atom: 5.0 eV Å⁻¹
HOMO energy: -14.535 eV
Relative energy (zero: lowest compared OMol25 entry of this formula, charge and spin): 36.4 kcal per mole
Charge: +2

***

One molecule with the formula C10H14N4O5. Source: the OMol25 dataset; level of theory: ωB97M-V with the def2-TZVPD basis set.

CARTESIAN COORDINATES (ANGSTROEM)
C: -0.46 -0.64 -1.99
C: 0.18 -1.47 -0.82
C: -0.54 -1.53 -3.18
C: -1.06 -0.85 -4.35
C: 0.52 -1.13 1.50
C: -0.82 -1.40 2.05
C: 1.53 -0.12 2.31
C: 0.99 1.22 2.35
C: 1.62 2.15 3.09
C: -0.21 3.01 2.36
H: 0.18 1.04 -3.04
H: 1.40 0.24 -2.46
H: -1.44 -0.21 -1.80
H: -1.19 -2.42 -2.90
H: 0.41 -1.81 -3.46
H: -2.85 -0.14 -4.89
H: 0.15 0.42 0.06
H: 0.97 -2.08 1.50
H: 1.67 -0.60 3.22
H: 2.55 -0.11 1.88
H: 2.29 1.86 3.84
H: -0.94 3.82 2.53
H: 1.25 4.02 3.76
H: -2.47 -1.64 1.47
N: 0.40 0.48 -2.25
N: 0.32 -0.57 0.18
N: -0.17 1.75 1.88
N: 0.92 3.29 3.11
O: 0.46 -2.66 -0.75
O: -0.42 -0.90 -5.39
O: -2.30 -0.18 -4.04
O: -1.29 -1.12 3.19
O: -1.62 -1.73 1.03

Computed properties:
Energy: -26793.8270 eV
Structure (SMILES): N[C@@H](CC(=O)O)C(=O)N[C@@H](Cc1c[nH]cn1)C(=O)O
Gap between HOMO and LUMO: 9.339 eV
Largest force on an atom: 5.1 eV Å⁻¹
HOMO energy: -8.758 eV
Relative energy (zero: lowest compared OMol25 entry of this formula, charge and spin): 81.3 kcal per mole

***

C10H14N7OOsS6SbSe4 as an isolated structure. Source: the OMol25 dataset; level of theory: ωB97M-V with the def2-TZVPD basis set.

CARTESIAN COORDINATES (ANGSTROEM)
Os: 1.17 1.57 0.70
Se: 4.42 5.26 2.84
Sb: 4.66 4.06 0.73
Se: 3.83 1.58 0.74
Se: 2.00 4.05 0.64
Se: 4.06 5.50 -1.32
N: -4.23 4.86 -1.02
C: -3.13 4.05 -0.73
N: -2.90 3.08 -1.67
N: -2.45 4.26 0.34
C: -1.40 3.47 0.52
N: -0.50 2.78 0.62
H: -5.03 4.33 -1.34
H: -4.47 5.45 -0.24
H: -3.08 3.38 -2.62
H: -2.01 2.60 -1.59
C: 2.94 -3.85 -1.96
C: 3.81 -2.93 -1.09
C: 3.01 -2.16 -0.09
N: 2.52 -1.02 -0.31
N: 1.84 -0.49 0.76
C: 1.83 -1.29 1.80
N: 1.24 -1.05 2.98
S: 2.68 -2.77 1.51
H: 3.56 -4.37 -2.69
H: 2.19 -3.27 -2.50
H: 2.43 -4.60 -1.36
H: 4.33 -2.22 -1.72
H: 4.57 -3.52 -0.58
H: 0.57 -0.28 2.99
H: 1.00 -1.84 3.55
C: -0.88 -3.11 -1.45
S: -2.34 -2.17 -1.92
C: -3.04 -1.86 -0.35
C: -2.53 -1.03 0.59
S: -1.08 -0.01 0.64
S: -3.52 -0.97 2.04
C: -4.79 -2.04 1.59
S: -6.09 -2.42 2.55
S: -4.55 -2.68 0.03
H: -0.44 -3.54 -2.35
H: -1.15 -3.92 -0.78
H: -0.14 -2.47 -0.97
O: 1.11 1.61 2.47

Computed properties:
Energy: -358475.1157 eV
Gap between HOMO and LUMO (alpha / beta): 4.472 / 4.469 eV
Largest force on an atom: 5.8 eV Å⁻¹
HOMO energy (alpha / beta): -0.892 / -0.891 eV
Relative energy (zero: lowest compared OMol25 entry of this formula, charge and spin): 138.6 kcal per mole
Charge: -2

***

An isolated ion of composition C10H14NO and charge +1. Source: the OMol25 dataset; level of theory: ωB97M-V with the def2-TZVPD basis set.

CARTESIAN COORDINATES (ANGSTROEM)
C: 2.85 -0.48 -0.88
C: 3.00 0.86 -0.54
C: 1.86 -1.20 -0.29
C: 2.08 1.49 0.25
C: 0.89 -0.67 0.52
C: 1.00 0.73 0.66
C: -0.23 -1.37 1.18
C: -1.89 -0.07 -0.08
C: -1.06 -0.21 -1.41
C: -3.17 0.61 -0.05
N: -1.43 -0.72 0.95
O: -0.08 1.24 1.31
H: 3.50 -1.00 -1.51
H: 3.80 1.54 -0.95
H: 1.86 -2.23 -0.70
H: 2.08 2.56 0.58
H: -0.33 -2.44 0.89
H: -0.02 -1.33 2.23
H: -1.48 0.43 -2.17
H: -1.07 -1.29 -1.68
H: -0.01 0.00 -1.25
H: -3.49 0.72 0.91
H: -3.78 -0.12 -0.77
H: -2.93 1.47 -0.65
H: -2.10 -0.66 1.78
H: 0.18 2.14 1.68

Computed properties:
Energy: -14126.9201 eV
Structure (SMILES): CC(C)=[NH+]Cc1ccccc1O
Gap between HOMO and LUMO: 8.746 eV
Largest force on an atom: 6.4 eV Å⁻¹
HOMO energy: -12.230 eV
Relative energy (zero: lowest compared OMol25 entry of this formula, charge and spin): 40.6 kcal per mole
Charge: +1

***

An isolated ion of composition C10H14NO and charge +1. Source: the OMol25 dataset; level of theory: ωB97M-V with the def2-TZVPD basis set.

CARTESIAN COORDINATES (ANGSTROEM)
C: 0.68 2.45 -2.92
C: -1.22 1.23 -1.77
C: 1.93 2.70 -2.49
C: 0.08 1.67 -1.89
C: 1.20 1.32 -0.99
C: -1.77 0.48 -0.68
C: -1.12 -0.84 -0.19
C: 0.02 -2.93 1.73
C: 0.67 -0.98 3.06
C: 0.12 -1.48 1.83
N: -0.27 -0.62 0.95
O: 2.24 2.08 -1.31
H: 0.25 2.84 -3.87
H: -2.02 1.60 -2.49
H: 2.82 3.31 -2.90
H: -1.66 1.19 0.15
H: -2.96 0.60 -0.74
H: -2.01 -1.38 0.04
H: -0.53 -1.43 -0.88
H: 1.01 -3.53 1.95
H: -0.78 -3.21 2.44
H: -0.27 -3.24 0.75
H: 0.04 -0.50 3.66
H: 1.49 -0.26 3.01
H: 0.97 -1.90 3.57
H: 1.09 0.85 -0.03

Computed properties:
Energy: -14124.0451 eV
Gap between HOMO and LUMO: 6.794 eV
Largest force on an atom: 4.0 eV Å⁻¹
HOMO energy: -12.657 eV
Relative energy (zero: lowest compared OMol25 entry of this formula, charge and spin): 106.9 kcal per mole
Charge: +1

***

Among the records above, which one has the lowest relative energy (zero: lowest compared OMol25 entry of this formula, charge and spin)? C10H14N4

***

Repeat the second record exactly.
An isolated ion of composition C10H14N4 and charge +2. Source: the OMol25 dataset; level of theory: ωB97M-V with the def2-TZVPD basis set.

CARTESIAN COORDINATES (ANGSTROEM)
C: 3.46 0.70 0.03
C: -2.76 -1.14 1.12
C: 2.67 0.02 -0.96
C: -2.73 0.10 0.66
C: 2.76 0.48 1.27
C: -1.63 -1.83 0.59
C: 1.67 -0.60 -0.33
C: -1.51 0.25 -0.09
C: 0.47 -1.46 -0.75
C: -0.89 1.42 -0.39
N: 1.66 -0.28 1.06
N: -0.83 -1.02 -0.11
N: 0.54 -2.90 -0.53
N: -1.76 2.63 -0.25
H: 4.44 1.23 0.05
H: -3.56 -1.67 1.67
H: 2.74 -0.14 -2.07
H: -3.45 0.90 0.69
H: 3.16 0.55 2.28
H: -1.31 -2.87 0.70
H: 0.22 -1.34 -1.85
H: -0.11 1.49 -1.02
H: 0.98 -0.55 1.75
H: 1.28 -3.48 -0.11
H: 0.12 -3.55 -1.19
H: -1.30 3.53 -0.45
H: -2.13 2.73 0.74
H: -2.55 2.43 -0.83

Computed properties:
Energy: -16537.8555 eV
Structure (SMILES): N[C@H](c1ccc[nH]1)[N+]1=CC=C/C1=C\[NH3+]
Gap between HOMO and LUMO: 4.680 eV
Largest force on an atom: 5.0 eV Å⁻¹
HOMO energy: -14.535 eV
Relative energy (zero: lowest compared OMol25 entry of this formula, charge and spin): 36.4 kcal per mole
Charge: +2

***

Which of these has the highest largest force on an atom? number 5